C25H17AsEuNO5S | ωB97M-V/def2-TZVPD

Atoms and positions in Å:
Eu -0.3319 1.8476 -0.0638
O -5.1941 5.9826 0.8536
C -4.0716 5.1753 0.7601
C -2.8000 5.7036 0.4303
C -1.8549 4.7689 0.1243
N -2.0937 3.4402 0.2694
C -3.2143 2.9641 0.7826
C -4.3089 3.7965 0.9312
C -3.2358 1.5015 1.0886
O -4.3222 0.8953 1.0940
O -2.0472 0.9847 1.2697
C -0.4431 5.1314 -0.2240
O -0.1696 6.3747 -0.1128
O 0.3844 4.1603 -0.4994
H -5.0034 6.7742 0.3221
H -2.5693 6.7493 0.2841
H -5.2825 3.4342 1.2155
S 2.1933 0.8727 1.4014
C 3.2823 -0.3681 0.9969
C 4.5839 -0.0536 0.6221
C 5.3618 -1.0200 -0.0588
C 4.8883 -2.3160 -0.2320
C 3.6280 -2.6212 0.2539
C 2.8215 -1.6809 0.8519
As 0.9381 -1.5424 1.2622
C 0.4212 -3.4242 0.8993
C 0.6129 -3.8965 -0.3676
C 0.2250 -5.1963 -0.6642
C -0.0723 -6.0651 0.3912
C -0.3741 -5.5084 1.6414
C -0.1574 -4.1892 1.8999
C 0.4457 -0.7979 -0.5529
C 1.2964 -0.1984 -1.4772
C 0.7637 0.4093 -2.6151
C -0.6242 0.6292 -2.7340
C -1.5006 0.0044 -1.7887
C -0.9514 -0.8224 -0.7876
H 5.0088 0.8948 0.8488
H 6.3362 -0.7648 -0.4851
H 5.4674 -3.0839 -0.7413
H 3.3600 -3.6781 0.3436
H 1.0738 -3.2621 -1.0972
H 0.2804 -5.5726 -1.6902
H -0.2123 -7.1422 0.1908
H -0.7908 -6.1336 2.4112
H -0.3499 -3.8054 2.8708
H 2.3592 -0.0713 -1.2759
H 1.4395 0.8065 -3.3373
H -1.0338 1.2339 -3.5341
H -2.5723 0.1194 -1.8315
H -1.5902 -1.4398 -0.1402

Values from the calculation:
Orbital gap (alpha / beta) (eV): 6.79 / 6.90
Net charge: -1
2S+1: 8
LUMO energy (alpha / beta) (eV): 2.401 / 2.396
Highest occupied orbital energy (alpha / beta) (eV): -4.4 / -4.5
Total energy (eV): -128935.15835

These are the natural (NBO) partial charges, in e, on atoms 1 to 6: atom 1 (Eu): 1.375, atom 2 (O): -0.673, atom 3 (C): 0.345, atom 4 (C): -0.300, atom 5 (C): 0.127, atom 6 (N): -0.529